No. 1
This record from OMol25 describes the molecule C6H15N2P in a non-equilibrium geometry. The level of theory is the ωB97M-V functional and the def2-TZVPD basis.

## Properties
F_max ... 5.4 eV/A
Structure (SMILES) ... C[C@H]1CCNP(C)N1C
E_LUMO ... 1.114 eV
Kohn-Sham gap ... 0.3288 Ha

ORCA input file:
```
! RIJCOSX wB97M-V def2-TZVPD def2/J DEFGRID3
* xyz 0 1
C -0.378 -2.366 -0.876
C 0.181 -1.002 -0.221
C 0.812 -0.150 -1.308
C -0.214 0.894 -1.774
N -0.177 2.050 -0.834
P -0.627 1.703 0.753
C 1.150 1.857 1.559
N -0.736 -0.138 0.488
C -1.090 -0.691 1.801
H -1.320 -2.162 -1.425
H -0.576 -3.043 -0.012
H 0.439 -2.894 -1.179
H 1.022 -1.261 0.435
H 0.987 -0.766 -2.227
H 1.668 0.450 -1.030
H -0.018 1.337 -2.786
H -1.113 0.392 -1.889
H -0.626 2.946 -1.214
H 1.157 1.060 2.368
H 1.667 1.301 0.787
H 1.509 2.847 1.986
H -1.672 0.011 2.472
H -1.837 -1.415 1.679
H -0.208 -0.960 2.448
*
```

Atom charges from the Löwdin analysis, given in e for atoms 1 to 5:
1 C -0.023
2 C -0.423
3 C -0.177
4 C -0.276
5 N -0.303

=====

No. 2
This record from OMol25 describes a cluster of 8 separate species, C20H40O16 in total in a non-equilibrium geometry. The level of theory is the ωB97M-V functional and the def2-TZVPD basis.

## Properties
F_max ... 1.6 eV/A
Structure (SMILES) ... C[C@H]1COC(=O)O1.C[C@H]1COC(=O)O1.C[C@H]1COC(=O)O1.C[C@H]1COC(=O)O1.CO.CO.CO.CO
E_LUMO ... 0.372 eV
Kohn-Sham gap ... 0.3781 Ha

ORCA input file:
```
! RIJCOSX wB97M-V def2-TZVPD def2/J DEFGRID3
* xyz 0 1
C 12.313 0.037 -18.510
C 10.995 0.554 -17.980
C 9.783 0.305 -18.902
O 8.857 -0.458 -18.113
C 9.408 -0.777 -16.936
O 8.884 -1.407 -16.071
O 10.654 -0.295 -16.840
H 12.990 -0.174 -17.681
H 12.801 0.736 -19.189
H 12.146 -0.919 -19.010
H 11.021 1.576 -17.606
H 10.054 -0.275 -19.782
H 9.273 1.220 -19.192
C 7.841 2.224 -12.672
C 8.611 2.562 -11.419
C 7.857 3.086 -10.193
O 8.505 2.455 -9.091
C 9.331 1.482 -9.535
O 9.991 0.783 -8.829
O 9.266 1.375 -10.870
H 7.816 3.126 -13.280
H 6.904 1.718 -12.441
H 8.400 1.499 -13.264
H 9.432 3.232 -11.687
H 6.818 2.747 -10.213
H 7.921 4.167 -10.113
C 16.453 3.867 -18.701
C 15.153 3.125 -18.530
C 14.359 3.499 -17.276
O 13.036 3.691 -17.751
C 13.026 3.739 -19.109
O 12.048 3.977 -19.746
O 14.241 3.458 -19.595
H 17.100 3.533 -19.507
H 16.986 3.900 -17.748
H 16.249 4.922 -18.920
H 15.338 2.050 -18.594
H 14.719 4.431 -16.830
H 14.430 2.705 -16.535
C 11.926 -2.117 -12.513
C 11.552 -1.272 -13.722
C 10.990 0.119 -13.418
O 11.848 1.009 -14.121
C 12.874 0.341 -14.679
O 13.722 0.854 -15.340
O 12.783 -0.972 -14.422
H 11.089 -2.354 -11.862
H 12.709 -1.584 -11.972
H 12.357 -3.041 -12.900
H 10.884 -1.791 -14.409
H 10.976 0.347 -12.354
H 9.995 0.150 -13.857
C 10.812 4.105 -15.205
O 10.497 3.774 -13.844
H 9.890 4.520 -15.610
H 11.581 4.876 -15.302
H 11.127 3.207 -15.739
H 11.358 3.513 -13.490
C 9.848 7.476 -12.529
O 11.073 8.094 -12.878
H 9.017 8.139 -12.789
H 9.760 6.529 -13.058
H 9.746 7.223 -11.467
H 11.264 8.777 -12.230
C 14.244 2.821 -12.517
O 13.562 3.860 -13.180
H 13.537 2.285 -11.877
H 14.692 2.016 -13.109
H 14.997 3.192 -11.814
H 14.228 4.449 -13.545
C 10.766 6.588 -18.090
O 11.731 7.071 -19.016
H 9.809 6.389 -18.589
H 11.087 5.666 -17.609
H 10.563 7.398 -17.390
H 12.256 6.330 -19.326
*
```

Atom charges from the Löwdin analysis, given in e for atoms 1 to 5:
1 C -0.001
2 C -0.257
3 C -0.060
4 O 0.079
5 C -0.579

=====

No. 3
This record from OMol25 describes a structure of composition C16H30AlBrF4K2N2O10 in a non-equilibrium geometry. The level of theory is the ωB97M-V functional and the def2-TZVPD basis.

## Properties
F_max ... 2.4 eV/A
E_LUMO ... -2.993 eV
Kohn-Sham gap ... 0.0935 Ha

ORCA input file:
```
! RIJCOSX wB97M-V def2-TZVPD def2/J DEFGRID3
* xyz 0 1
O 3.466 4.017 1.550
C 2.805 3.049 1.926
O 2.953 1.767 1.436
C 2.205 1.652 0.118
C 1.350 0.402 -0.041
C -0.110 0.596 0.422
C -1.081 1.249 -0.618
C -1.002 2.698 -0.250
N -0.484 2.862 0.908
C -0.138 4.131 1.572
O -0.709 5.242 1.005
C 0.179 5.898 0.176
F -0.378 7.050 -0.137
F 1.357 6.032 0.711
F 0.348 5.207 -0.995
C -0.223 1.586 1.558
H 2.038 3.184 2.693
H 1.649 2.569 -0.074
H 3.009 1.582 -0.637
H 1.759 -0.401 0.579
H 1.478 0.077 -1.080
H -0.549 -0.381 0.604
H -2.061 0.802 -0.759
H -0.579 1.201 -1.596
H -1.317 3.488 -0.917
H 0.949 4.185 1.594
H -0.482 4.047 2.609
H -1.148 1.333 2.095
H 0.532 1.548 2.339
F 1.380 7.237 2.667
C -1.579 -2.764 -1.948
C -1.676 -3.121 -0.486
C -2.893 -3.974 -0.171
O -1.774 -1.830 0.196
H -2.451 -2.200 -2.286
H -0.691 -2.149 -2.141
H -1.506 -3.667 -2.558
H -0.804 -3.738 -0.246
H -3.812 -3.458 -0.455
H -2.925 -4.190 0.901
H -2.893 -4.932 -0.691
Al 4.858 1.972 1.851
C -2.114 -9.071 -2.332
C -1.462 -7.710 -2.256
O -2.012 -6.720 -2.677
C -0.089 -7.644 -1.631
H -3.090 -8.978 -2.801
H -1.498 -9.748 -2.925
H -2.238 -9.483 -1.329
H 0.610 -8.263 -2.195
H -0.130 -7.998 -0.599
H 0.263 -6.615 -1.641
N -1.862 4.961 4.928
O -1.852 5.420 6.070
O -2.776 5.277 4.126
O -0.986 4.131 4.566
C 4.330 1.227 -3.016
O 3.605 0.733 -1.979
H 4.906 0.464 -3.576
H 3.747 1.749 -3.796
H 5.113 1.968 -2.738
K -3.730 3.162 5.142
O 0.312 -0.388 -3.248
H 0.354 0.179 -2.471
K 4.524 4.896 3.482
Br -2.972 -1.409 1.472
*
```

Atom charges from the Löwdin analysis, given in e for atoms 1 to 5:
1 O -0.169
2 C -0.498
3 O -0.268
4 C -0.073
5 C -0.077

=====

No. 4
This record from OMol25 describes the molecule C3H8N2O2 in a non-equilibrium geometry. The level of theory is the ωB97M-V functional and the def2-TZVPD basis.

## Properties
F_max ... 7.0 eV/A
Structure (SMILES) ... CCN(C)[N+](=O)[O-]
E_LUMO ... 0.778 eV
Kohn-Sham gap ... 0.3979 Ha

ORCA input file:
```
! RIJCOSX wB97M-V def2-TZVPD def2/J DEFGRID3
* xyz 0 1
C 1.021 1.275 -0.804
C 0.405 0.858 0.532
N -0.472 -0.278 0.346
C -0.079 -1.853 0.635
N -1.586 -0.057 -0.377
O -2.259 -0.982 -0.772
O -1.818 1.114 -0.678
H 0.449 2.045 -1.392
H 2.002 1.695 -0.513
H 1.188 0.288 -1.344
H 1.236 0.624 1.299
H -0.181 1.568 1.121
H -0.618 -2.185 1.439
H -0.325 -2.355 -0.184
H 1.035 -1.756 0.693
*
```

Atom charges from the Löwdin analysis, given in e for atoms 1 to 5:
1 C -0.087
2 C -0.253
3 N -0.079
4 C 0.103
5 N -0.442

=====

No. 5
This record from OMol25 describes a cluster of 2 separate species, C10H17FN3S in total in a non-equilibrium geometry. The level of theory is the ωB97M-V functional and the def2-TZVPD basis.

## Properties
F_max ... 5.0 eV/A
E_LUMO ... -4.422 eV
Kohn-Sham gap ... 0.3098 Ha

ORCA input file:
```
! RIJCOSX wB97M-V def2-TZVPD def2/J DEFGRID3
* xyz 1 1
C 1.309 -0.447 -0.426
C -0.468 -0.627 1.169
C 2.438 -0.346 -1.318
C 2.439 1.054 -1.973
C 0.126 1.217 -1.773
C -2.127 -2.315 1.487
C -2.380 0.162 2.382
C -0.649 -1.424 3.413
C 0.974 2.180 -3.740
C -1.459 -1.099 2.213
N -0.754 0.213 0.229
N 0.215 0.300 -0.700
N 1.130 1.103 -2.746
F -1.107 1.267 -2.155
S 1.170 -1.342 0.991
H 3.398 -0.445 -0.861
H 2.360 -1.126 -2.007
H 2.632 1.961 -1.263
H 3.194 1.196 -2.597
H 0.581 2.731 -1.009
H -3.044 -2.532 2.112
H -2.552 -2.199 0.470
H -1.294 -3.192 1.391
H -3.029 0.092 1.613
H -2.979 0.066 3.357
H -1.650 1.030 2.440
H -1.248 -2.041 4.040
H 0.376 -1.969 3.222
H -0.451 -0.603 4.165
H 0.788 3.128 -3.359
H 1.968 2.297 -4.391
H 0.094 1.710 -4.377
*
```

Atom charges from the Löwdin analysis, given in e for atoms 1 to 5:
1 C -0.456
2 C -0.446
3 C -0.118
4 C -0.110
5 C -0.426